Formula: C8H24NO7Sr
Source: OMol25
Level of theory: wB97M-V/def2-TZVPD

Each line ends with the Mulliken charge.
Element x y z (Å)
Sr 14.9428 7.8562 -22.0233  1.645
O 18.3781 9.4570 -19.5879  -0.626
O 11.1159 5.7921 -21.9648  -0.633
O 12.9574 11.7816 -18.7768  -0.690
O 15.6298 6.9763 -26.0177  -0.295
O 12.2891 12.3966 -20.6944  -0.670
O 15.2543 4.6165 -18.9735  -0.619
O 17.6239 8.9774 -24.9639  -0.249
N 17.8825 6.1594 -24.1812  -0.218
C 17.5584 10.2343 -25.6923  -0.904
C 19.0364 6.9577 -24.4763  -0.927
C 14.9942 7.8031 -27.0250  -0.788
C 17.3164 5.4268 -25.2821  -0.966
C 11.7584 13.9171 -18.8830  -0.832
C 18.8245 8.2484 -25.3024  -0.518
C 12.2366 12.5512 -19.4455  0.676
C 16.5795 6.0820 -26.4438  -0.304
H 18.1565 10.0443 -18.8652  0.326
H 10.4821 5.8259 -21.2482  0.325
H 16.1120 5.3272 -27.0761  0.488
H 19.7630 6.2587 -24.8906  0.412
H 17.3676 6.5821 -27.0066  0.171
H 18.1619 4.8444 -25.6483  0.431
H 17.6078 9.9817 -26.7515  0.314
H 14.2809 7.3761 -27.7300  0.327
H 18.3204 5.4889 -23.5657  0.308
H 10.7665 13.9012 -18.4313  0.232
H 16.5738 10.7020 -25.6915  0.331
H 18.7576 7.9448 -26.3471  0.269
H 18.3728 10.9453 -25.5540  0.343
H 16.5907 4.7361 -24.8526  0.346
H 15.8424 3.8836 -18.7912  0.314
H 11.8022 14.7293 -19.6086  0.282
H 19.4057 7.3073 -23.5123  0.373
H 15.6762 8.3529 -27.6736  0.288
H 19.6644 8.9299 -25.1675  0.532
H 14.5098 8.6049 -26.4677  0.281
H 14.5107 4.4792 -18.3866  0.321
H 12.4484 14.2984 -18.1303  0.267
H 19.3330 9.4945 -19.6434  0.313
H 10.5806 5.7297 -22.7559  0.323

Summary:
M, g mol⁻¹: 333.9
Net charge: +1
LUMO energy, eV: -5.783
HOMO-LUMO gap, eV: 2.673
HOMO level, eV: -8.46